Entry 1:
C3H10O3S | ωB97M-V/def2-TZVPD

## Properties
* net charge: -2
* E_HOMO: -0.2 eV
* ΔE to the lowest compared entry with this formula, charge and spin: 1.292 eV

Element x y z (Å)
C -0.50642 -0.08105 0.38494
O -1.41742 -0.01159 1.54382
C -1.24557 -0.63669 -0.80802
C -0.34208 -0.70115 -2.03902
S -1.03097 -1.61964 -3.43508
H 0.16519 -0.88920 0.67985
H -0.16194 0.93598 0.27184
H -1.42799 -1.67995 -0.53346
H -2.13886 -0.05850 -1.04276
H -0.19386 0.34350 -2.34353
H 0.64152 -1.00107 -1.69278
H 2.37232 -0.25898 -0.37303
H 2.32904 0.71974 0.72000
O 2.73372 0.61310 -0.16004
H -1.00654 0.74047 1.99887
H 0.40465 1.56245 3.78260
O 0.82523 2.02255 3.04580


Entry 2:
C5H11NO2 | ωB97M-V/def2-TZVPD

## Properties
* E_HOMO: -8.9 eV
* ΔE to the lowest compared entry with this formula, charge and spin: 2.482 eV

Element x y z (Å)
C 3.21532 0.22832 0.35202
C 2.12557 -0.36362 -0.10675
O 1.00754 0.28275 0.46227
C -0.31383 -0.27117 0.51724
C -0.59967 -1.47379 -0.36643
C -1.21898 0.94214 0.18619
N -2.60664 0.63324 0.34427
O -0.95043 1.39980 -1.13314
H 4.20086 -0.09614 0.06468
H 2.71997 1.01422 1.06080
H 1.98649 -1.18668 -0.79117
H -0.48768 -0.54325 1.56649
H 0.08460 -2.29102 -0.14653
H -1.60243 -1.83340 -0.15256
H -0.52811 -1.20520 -1.41994
H -0.96763 1.73523 0.90734
H -3.15910 1.47912 0.26675
H -2.90755 0.01239 -0.39994
H 0.00171 1.53707 -1.21156


Entry 3:
C33H29GaNO7 | ωB97M-V/def2-TZVPD

## Properties
* net charge: -1
* E_HOMO: -4.6 eV

Element x y z (Å)
C -0.16283 0.54279 0.47901
C 0.69563 -0.85533 0.61123
O 0.50792 -1.80336 -0.33357
O 1.63955 -1.17022 1.71858
C 3.00050 -0.69507 1.41375
Ga 3.02481 1.34582 1.94458
N 4.63400 1.82045 2.91966
C 2.72224 2.38889 0.18629
C 3.97905 3.32281 -0.29831
O 5.30941 2.84153 0.10503
H 0.09774 1.09144 -0.54449
H 0.05160 1.28055 1.39006
H -1.31715 0.24480 0.43830
H 3.79103 -1.30670 2.03654
H 3.19638 -0.80516 0.24490
H 1.74902 1.56364 2.90376
H 4.74443 1.08237 3.64914
H 4.45100 2.72907 3.43078
H 2.38774 1.65530 -0.68986
H 1.78906 3.11364 0.34476
H 3.91295 3.38478 -1.48337
H 3.87431 4.42964 0.12502
H 5.35098 1.84352 0.18332
C -2.55056 8.11038 0.89371
C -1.63622 7.14129 1.30582
C -1.21088 6.15745 0.41172
C -1.71086 6.13515 -0.89595
C -2.64359 7.08934 -1.30050
C -3.05585 8.08652 -0.40699
C -3.21503 7.04577 -2.66198
O -4.03177 7.88571 -3.01929
C -2.79483 5.97093 -3.58298
C -3.37165 5.88351 -4.85674
C -2.97024 4.87804 -5.73890
C -1.98774 3.96524 -5.35633
C -1.41545 4.04655 -4.08601
C -1.82721 5.04576 -3.19417
C -1.24173 5.10150 -1.84012
O -0.38152 4.29682 -1.50144
H -2.87510 8.88263 1.58770
H -1.25207 7.15237 2.32341
H -0.49290 5.40722 0.73891
H -3.77346 8.84292 -0.71994
H -4.13710 6.59417 -5.16442
H -3.42321 4.80881 -6.72556
H -1.66966 3.18633 -6.04593
H -0.65248 3.32743 -3.79256
C 0.58016 -3.79105 2.71395
C 0.57558 -4.53840 3.89143
C 0.34547 -5.91430 3.84431
C 0.10697 -6.54352 2.61644
C 0.08720 -5.79226 1.44199
C 0.33590 -4.41436 1.48941
C -0.21237 -6.43706 0.14717
O -0.22643 -5.77846 -0.88544
C -0.50318 -7.88431 0.11603
C -0.84558 -8.49746 -1.09626
C -1.10909 -9.86831 -1.13689
C -1.02255 -10.63048 0.02779
C -0.68716 -10.02128 1.23784
C -0.43656 -8.64343 1.28337
C -0.11768 -8.00218 2.57429
O -0.04596 -8.67050 3.59918
H 0.76861 -2.72028 2.74961
H 0.75339 -4.05042 4.84717
H 0.34854 -6.49219 4.76704
H 0.33556 -3.82366 0.57501
H -0.91223 -7.91016 -2.01073
H -1.37989 -10.34143 -2.07833
H -1.22068 -11.69964 -0.00488
H -0.62630 -10.62186 2.14392


Entry 4:
C2H4LaLiO | ωB97M-V/def2-TZVPD

## Properties
* net charge: +1
* multiplicity: 2
* E_HOMO (alpha / beta): -9.0 / -8.7 eV
* ΔE to the lowest compared entry with this formula, charge and spin: 2.124 eV

Element x y z (Å)
O 0.87119 0.15654 -0.16624
Li 1.52573 0.94989 1.51716
C 1.38597 0.39907 -1.37569
C 0.61618 0.77352 -2.47598
H 2.44262 0.12984 -1.52113
H -0.47437 0.71314 -2.37136
H 0.76016 2.30532 -3.24925
La -0.86888 -1.37391 1.11393
H 0.95070 0.40333 -3.45379


Entry 5:
C13H19BrN2O4S | ωB97M-V/def2-TZVPD

## Properties
* E_HOMO: -8.6 eV
* ΔE to the lowest compared entry with this formula, charge and spin: 0.000 eV

Element x y z (Å)
C 3.87678 -0.03865 -2.66159
O 3.28032 -0.26204 -1.40482
C 2.25848 0.51973 -1.01030
C 1.69442 1.55770 -1.75135
C 0.62640 2.27658 -1.24064
C 0.12679 1.97690 0.00956
S -1.31805 2.84031 0.60142
O -1.23780 4.23112 0.27615
O -1.55435 2.44807 1.96120
N -2.45468 2.18133 -0.42580
C -2.88590 0.83236 -0.13231
C -2.55476 -0.10722 -1.31588
N -2.39695 -1.50784 -1.00085
C -3.55905 -2.12318 -0.38390
C -3.34215 -3.63806 -0.35590
O -2.17802 -3.97354 0.35985
C -1.04913 -3.35776 -0.21174
C -1.20193 -1.83511 -0.24475
C 0.67491 0.96506 0.77458
C 1.72920 0.24166 0.25886
Br 2.48702 -1.18492 1.23640
H 4.66918 -0.78045 -2.74131
H 4.30912 0.96400 -2.72525
H 3.15961 -0.18350 -3.47486
H 2.08229 1.80144 -2.72714
H 0.17503 3.07826 -1.80168
H -3.16623 2.83582 -0.70132
H -3.95273 0.79782 0.10247
H -2.33482 0.51657 0.75654
H -1.61980 0.23843 -1.76589
H -3.34237 -0.02566 -2.07079
H -4.44238 -1.88844 -0.98078
H -3.71666 -1.76823 0.64762
H -4.16878 -4.13893 0.15054
H -3.26464 -4.00792 -1.38947
H -0.19505 -3.64511 0.40361
H -0.90495 -3.72505 -1.23910
H -0.33832 -1.39274 -0.74543
H -1.24435 -1.46397 0.79270
H 0.27519 0.76258 1.75558


Entry 6:
CH14N2O4 | ωB97M-V/def2-TZVPD

## Properties
* E_HOMO: -8.6 eV
* ΔE to the lowest compared entry with this formula, charge and spin: 0.428 eV

Element x y z (Å)
N 0.99053 -2.57287 0.81608
C 0.75107 -1.14441 0.80706
N -0.61598 -0.84117 0.51491
H 1.57293 -3.03447 1.48849
H 0.95744 -3.05044 -0.06808
H 1.04814 -0.80069 1.80501
H 1.41652 -0.64471 0.09912
H -0.90612 -0.48544 -0.37854
H -1.35988 -1.40616 0.88252
O -1.00770 3.06496 0.05583
H -1.89581 3.43737 0.05718
H -0.94885 2.56068 0.90370
O -0.81882 1.39360 2.16618
H -1.34128 0.98710 2.87229
H -0.51699 0.61404 1.65431
O 0.27106 1.22523 -1.51669
H -0.41028 1.78314 -1.09163
H 0.77336 1.85835 -2.03534
O 0.61221 -1.77779 -2.58878
H 0.58930 -0.83268 -2.38444
H 1.51260 -1.91352 -2.89511


Entry 7:
C7H17ClF3N3O4SSi | ωB97M-V/def2-TZVPD

## Properties
* E_HOMO: -9.4 eV

Element x y z (Å)
N 3.18059 -4.10213 0.25759
Si 2.10231 -5.40807 0.25263
Cl 2.76143 -7.05987 -0.71512
S 0.23075 -4.76040 -0.81943
O 0.23076 -3.31832 -0.75397
O 0.06829 -5.40828 -2.09794
C -1.16231 -5.36774 0.25550
F -2.33443 -5.21099 -0.32706
F -0.95444 -6.66594 0.50339
F -1.14614 -4.71518 1.41881
H 3.00272 -3.36689 -0.42222
H 3.20555 -3.65547 1.17052
H 1.72953 -5.78804 1.62018
C 1.21004 1.80410 1.19310
N 1.95641 0.57921 1.43297
C 2.01728 -0.51833 0.64605
C 1.23185 -0.50425 -0.64351
O 2.69129 -1.49123 0.97482
H 1.89303 2.65500 1.15463
H 0.49332 1.97170 1.99627
H 0.66728 1.74938 0.26002
H 2.50310 0.50366 2.27643
H 1.40054 -1.45573 -1.12924
H 0.16458 -0.38544 -0.46075
H 1.57274 0.29896 -1.29865
C -2.71295 6.35320 0.05017
N -1.93484 5.16324 0.33232
C -1.82586 4.03321 -0.41189
C -2.60192 3.97387 -1.70710
O -1.12461 3.10558 -0.03868
H -2.06555 7.22872 -0.01820
H -3.44501 6.53001 0.83956
H -3.24183 6.24285 -0.89026
H -1.39455 5.13988 1.18300
H -2.40609 3.01334 -2.17276
H -3.67283 4.06826 -1.52513
H -2.29003 4.76810 -2.38600


Entry 8:
C3H10N2OP | ωB97M-V/def2-TZVPD

## Properties
* net charge: +1
* E_HOMO: -14.2 eV
* ΔE to the lowest compared entry with this formula, charge and spin: 2.450 eV

Element x y z (Å)
C -1.05431 -1.95413 -0.69587
C -1.12062 -0.03444 1.14941
C 1.23324 2.05012 0.62103
N 0.25734 0.23462 -1.33750
N -1.63567 -2.61160 -1.43960
O 1.53731 -0.55862 0.82876
P 0.44125 0.40407 0.33753
H -0.56183 0.55424 -1.84225
H -1.72656 -0.53067 0.43179
H -0.99871 -0.67333 2.05395
H -1.50501 0.81470 1.72268
H 2.12823 1.77762 -0.03945
H 0.60185 2.81614 0.23811
H 1.69767 2.12531 1.57942
H 1.21377 0.11975 -1.77212
H -2.03115 -3.12935 -2.25590
H 1.52320 -1.40441 0.42001


Entry 9:
C3H5N3 | ωB97M-V/def2-TZVPD

## Properties
* E_HOMO: -7.8 eV
* ΔE to the lowest compared entry with this formula, charge and spin: 5.364 eV

Element x y z (Å)
N 0.30763 1.86131 -0.27285
C 0.28387 0.61928 0.27343
N -0.40796 -0.67561 -1.84146
N -0.62396 -1.32777 -0.84211
C -0.48998 -0.74309 0.52789
C 0.77163 -0.28282 1.07860
H 0.75917 2.63370 0.19465
H 0.18863 1.94284 -1.27338
H -0.99582 -2.29617 -0.88260
H -1.26366 -1.20680 1.18376
H 1.47044 -0.52486 1.85408


Entry 10:
C6H13N2O | ωB97M-V/def2-TZVPD

## Properties
* net charge: +1
* multiplicity: 3
* E_HOMO (alpha / beta): -9.3 / -14.6 eV
* ΔE to the lowest compared entry with this formula, charge and spin: 3.229 eV

Element x y z (Å)
C -0.36592 -1.26689 -0.56851
C 0.79267 -0.54231 -0.59227
C -1.18824 0.82277 -0.16854
C 2.22342 -0.75377 -0.91430
C -2.23830 -1.09716 0.83658
C 1.11868 1.24595 1.17975
N -1.48940 -0.56403 -0.19626
N 0.52968 0.82205 -0.10590
O -1.47505 1.48391 -1.28353
H -0.42980 -2.23566 -0.87466
H -1.43106 1.41619 0.67050
H 2.56619 -0.34866 -1.88338
H 2.31611 -1.82226 -0.96870
H 2.94498 -0.12177 -0.34014
H -2.07529 -0.62626 1.87683
H -3.34461 -0.83655 0.78505
H -2.11168 -2.24452 0.83917
H 0.99851 0.51129 1.91360
H 2.25831 1.40274 1.10487
H 0.54162 2.11315 1.51300
H 0.94557 1.54627 -0.75106
H -1.08639 1.09551 -2.07207


Entry 11:
CH4N2OS | ωB97M-V/def2-TZVPD

## Properties
* E_HOMO: -9.1 eV
* ΔE to the lowest compared entry with this formula, charge and spin: 4.493 eV

Element x y z (Å)
O 2.19676 -0.34631 0.25047
N 1.26373 0.46566 -0.58754
C 0.05619 -0.40860 -0.50488
N -0.90532 0.30385 0.02410
S -2.56377 -0.18319 -0.06331
H 1.78523 -0.65153 1.09527
H 1.15508 1.36038 0.25069
H 0.05592 -1.42573 -0.94962
H -3.04381 0.88547 0.48481


Entry 12:
H2N2O3S | ωB97M-V/def2-TZVPD

## Properties
* E_HOMO: -10.0 eV
* ΔE to the lowest compared entry with this formula, charge and spin: 3.662 eV

Element x y z (Å)
N -2.13455 1.30425 -0.21279
N 0.30823 0.47640 0.13849
O -4.18401 -0.25344 -0.49591
O -2.21184 -1.04246 0.89292
O -0.63927 1.11654 0.64039
S -2.85574 0.00523 0.10629
H 0.99641 0.95359 -0.47292
H 0.32717 -0.52038 0.20661